The following is a quantum chemistry calculation of a 3-piece molecular cluster, C36H55BN6O8S2 overall, from the OMol25 dataset.

Properties
**SMILES**: C=CN(CCN(CC)C(C)=O)[C@](CC)(B(N)O)[C@](CCCC)(CCSc1nnco1)O[C@H](S)CCCN.O=C1C=CC(=O)C=C1.O=C1C=CC(=O)C=C1
**LUMO energy**: -1.753 eV
**Max |F|**: 8.6 eV/Å

```
! RIJCOSX wB97M-V def2-TZVPD def2/J DEFGRID3
* xyz 0 1
C 3.211 2.025 2.250
C 2.404 2.309 1.023
N 2.507 1.406 -0.144
C 3.411 1.954 -1.134
C 4.971 1.335 -1.127
N 5.960 2.474 -1.208
C 7.234 2.212 -0.438
C 7.058 3.024 1.013
C 6.204 2.954 -2.619
C 6.185 2.052 -3.987
O 6.419 4.288 -2.773
C 1.379 0.500 -0.465
C 1.210 -0.394 0.897
C 0.288 -1.710 0.907
B 1.997 -0.573 -1.600
N 2.623 -1.927 -1.249
O 2.105 -0.241 -3.065
C -0.018 1.260 -0.983
C -1.024 1.481 0.342
C -2.297 2.456 0.073
C -2.473 3.428 1.402
C -3.306 2.564 2.539
C -0.913 0.500 -2.087
C -1.697 -0.869 -1.719
S -1.021 -2.421 -2.619
C -1.549 -3.869 -1.557
N -2.886 -4.322 -1.016
N -2.497 -5.457 -0.267
C -0.994 -5.726 -0.299
O -0.368 -4.698 -1.150
O 0.288 2.697 -1.293
C 0.314 3.061 -2.674
S 1.670 4.415 -2.843
C -1.005 3.790 -3.311
C -1.187 5.386 -2.999
C -1.148 5.822 -1.422
N -2.007 7.056 -1.094
H 3.159 2.721 3.198
H 3.855 1.034 2.248
H 1.652 3.229 0.971
H 3.608 3.098 -0.828
H 3.120 2.023 -2.261
H 5.063 0.777 -0.076
H 5.102 0.499 -1.939
H 8.122 2.678 -1.051
H 7.440 1.055 -0.242
H 6.908 2.306 1.925
H 6.060 3.675 0.935
H 7.933 3.793 1.129
H 6.028 2.804 -4.888
H 7.182 1.440 -4.081
H 5.215 1.361 -3.983
H 0.885 0.220 1.868
H 2.320 -0.754 1.162
H 0.722 -2.421 1.767
H -0.849 -1.554 1.237
H 0.254 -2.382 -0.043
H 2.017 -2.711 -1.628
H 3.542 -1.942 -1.746
H 1.757 -1.040 -3.589
H -1.415 0.494 0.808
H -0.359 2.009 1.182
H -2.309 3.028 -0.945
H -3.268 1.760 0.067
H -3.074 4.409 1.104
H -1.446 3.787 1.845
H -2.765 2.624 3.588
H -4.349 3.118 2.673
H -3.423 1.423 2.281
H -0.399 0.323 -3.151
H -1.783 1.274 -2.372
H -2.787 -0.790 -2.211
H -1.925 -1.072 -0.592
H -0.348 -6.558 0.218
H 0.715 2.242 -3.445
H 1.998 4.881 -1.540
H -0.868 3.711 -4.497
H -2.034 3.290 -3.087
H -2.295 5.649 -3.366
H -0.503 6.098 -3.672
H -0.028 6.174 -1.204
H -1.369 4.971 -0.654
H -2.929 6.709 -0.706
H -1.513 7.463 -0.244
O -5.099 -0.079 7.363
C -4.155 -0.444 6.675
C -4.229 -0.426 5.200
C -3.198 -0.827 4.449
C -1.942 -1.303 5.061
O -0.999 -1.668 4.373
C -1.868 -1.321 6.536
C -2.899 -0.920 7.287
H -5.157 -0.073 4.766
H -3.236 -0.821 3.367
H -0.940 -1.674 6.970
H -2.861 -0.927 8.369
O -5.979 -8.262 1.484
C -5.416 -8.858 0.576
C -4.223 -8.295 -0.088
C -3.610 -8.946 -1.081
C -4.098 -10.256 -1.556
O -3.535 -10.852 -2.464
C -5.290 -10.819 -0.893
C -5.903 -10.168 0.101
H -3.878 -7.334 0.273
H -2.735 -8.547 -1.579
H -5.636 -11.780 -1.253
H -6.779 -10.567 0.599
*
```